Here is C42H57BF3GaN9O as an isolated structure in a non-equilibrium geometry from the Open Molecules 2025 dataset. Energies are from ωB97M-V with the def2-TZVPD basis set.

- molecular weight (g mol⁻¹) = 841.509
- total charge = +1
- calculated total energy (eV) = -121144.53913
- HOMO energy (eV) = -10.7

Geometry (Å):
Ga -0.224 -0.336 0.333
C 0.817 1.080 5.217
C 0.316 0.730 3.813
C -0.373 -0.637 3.798
C 1.443 0.710 2.826
C 2.767 1.065 3.034
C 3.455 0.771 1.860
C 4.935 1.039 1.723
C 5.647 0.609 3.017
C 5.676 0.411 0.545
N 2.546 0.288 0.992
N 1.333 0.241 1.580
B 2.579 -0.429 -0.359
N 1.671 0.255 -1.428
N 0.406 -0.236 -1.527
C -0.004 -0.140 -2.796
C 0.997 0.508 -3.518
C 2.035 0.743 -2.631
C 3.292 1.487 -2.968
C 3.658 2.506 -1.887
C 4.450 0.538 -3.299
C -1.239 -0.792 -3.345
C -1.041 -1.143 -4.823
C -1.569 -2.055 -2.550
N 2.049 -1.858 -0.088
N 0.788 -2.126 0.371
C 0.715 -3.440 0.622
C 1.943 -4.014 0.318
C 2.763 -2.993 -0.123
C 4.191 -3.153 -0.525
C 4.999 -3.589 0.700
C 4.287 -4.185 -1.648
C -0.434 -4.292 1.076
C -1.191 -4.815 -0.152
C -1.398 -3.634 2.053
H -0.004 1.008 5.926
H 1.209 2.094 5.249
H 1.600 0.393 5.532
H -0.416 1.492 3.508
H 0.346 -1.419 4.040
H -0.787 -0.841 2.807
H -1.183 -0.672 4.521
H 3.185 1.480 3.926
H 5.041 2.129 1.637
H 5.482 -0.449 3.209
H 5.312 1.176 3.880
H 6.716 0.774 2.912
H 5.569 -0.670 0.560
H 6.734 0.646 0.633
H 5.336 0.803 -0.406
H 3.663 -0.486 -0.778
H 0.997 0.769 -4.558
H 3.074 2.045 -3.886
H 3.665 2.057 -0.899
H 2.943 3.326 -1.885
H 4.641 2.921 -2.094
H 4.729 -0.080 -2.453
H 5.315 1.120 -3.602
H 4.170 -0.116 -4.120
H -2.079 -0.092 -3.259
H -0.116 -1.695 -4.962
H -1.013 -0.252 -5.443
H -1.866 -1.763 -5.165
H -0.727 -2.746 -2.572
H -2.433 -2.555 -2.983
H -1.793 -1.799 -1.518
H 2.197 -5.048 0.414
H 4.588 -2.207 -0.890
H 4.681 -4.575 1.027
H 4.849 -2.897 1.526
H 6.057 -3.626 0.458
H 3.922 -5.149 -1.306
H 5.319 -4.295 -1.968
H 3.687 -3.869 -2.498
H 0.026 -5.154 1.579
H -1.742 -4.004 -0.620
H -1.898 -5.581 0.155
H -0.510 -5.251 -0.881
H -1.867 -2.774 1.587
H -0.890 -3.331 2.966
H -2.174 -4.346 2.322
O -1.929 -0.860 0.431
C -3.010 -0.415 1.059
C -4.126 -1.254 1.134
C -5.235 -0.895 1.866
C -5.262 0.314 2.552
C -4.209 1.190 2.422
C -3.084 0.863 1.651
C -2.018 1.811 1.456
N -0.841 1.584 0.879
C -0.155 2.762 0.880
C -0.915 3.723 1.468
N -2.086 3.112 1.816
H -4.084 -2.199 0.617
H -6.082 -1.559 1.914
H -6.103 0.556 3.179
H -4.250 2.138 2.938
H 0.834 2.833 0.471
H -0.736 4.758 1.672
H -2.869 3.545 2.279
F -4.487 5.376 -3.737
C -3.968 4.301 -4.357
F -4.975 3.690 -4.988
F -3.134 4.766 -5.296
C -3.265 3.391 -3.380
C -1.900 3.537 -3.169
C -1.297 2.709 -2.236
N -1.948 1.765 -1.578
C -3.246 1.619 -1.797
C -3.964 2.419 -2.676
H -1.323 4.258 -3.723
H -0.242 2.803 -2.018
H -3.724 0.814 -1.255
H -5.024 2.273 -2.818



Here is C41H62BrGaN2O4Si2 as an isolated structure in a non-equilibrium geometry from the Open Molecules 2025 dataset. Energies are from ωB97M-V with the def2-TZVPD basis set.

- molecular weight (g mol⁻¹) = 852.756
- total charge = 0
- calculated total energy (eV) = -192872.73617
- HOMO energy (alpha / beta) (eV) = -7.9 / -7.9

Geometry (Å):
Ga -0.435 -1.561 -0.907
C 1.491 1.503 5.312
C -0.025 1.278 5.177
C -0.574 0.753 6.507
C -0.721 2.612 4.862
C -0.208 0.281 4.041
C 0.012 0.678 2.750
C -0.041 -0.244 1.685
N 0.181 -0.007 0.399
C 0.781 1.001 -0.220
C 1.553 2.026 0.357
C 2.056 3.047 -0.405
C 1.721 3.082 -1.780
C 1.037 2.085 -2.427
C 0.653 0.932 -1.668
O 0.206 -0.133 -2.201
C 0.717 2.163 -3.917
C -0.778 1.895 -4.145
C 1.515 1.099 -4.681
C 1.043 3.537 -4.519
C 2.972 4.073 0.246
C 4.315 3.384 0.534
C 3.232 5.299 -0.633
C 2.364 4.554 1.573
C -0.447 -1.623 1.937
O -0.532 -2.424 0.958
C -0.683 -2.018 3.298
C -0.524 -1.078 4.282
C -1.067 -3.460 3.607
C -2.360 -3.812 2.855
C -1.306 -3.687 5.105
C 0.084 -4.382 3.171
H 1.702 2.220 6.102
H 1.911 1.879 4.382
H 1.993 0.565 5.546
H -0.516 1.532 7.266
H 0.007 -0.096 6.865
H -1.618 0.462 6.404
H -0.696 3.261 5.736
H -1.763 2.440 4.596
H -0.233 3.139 4.047
H 0.183 1.716 2.521
H 1.803 1.953 1.402
H 2.056 3.924 -2.358
H -1.053 0.918 -3.757
H -0.993 1.907 -5.212
H -1.387 2.657 -3.663
H 1.176 0.107 -4.389
H 2.581 1.200 -4.482
H 1.346 1.218 -5.750
H 0.542 4.336 -3.976
H 0.695 3.564 -5.551
H 2.115 3.724 -4.532
H 4.813 3.119 -0.396
H 4.174 2.474 1.111
H 4.962 4.053 1.098
H 3.765 5.030 -1.542
H 3.853 6.008 -0.089
H 2.303 5.799 -0.896
H 2.403 3.775 2.329
H 1.328 4.853 1.429
H 2.925 5.406 1.949
H -0.683 -1.374 5.304
H -3.156 -3.123 3.137
H -2.677 -4.823 3.104
H -2.212 -3.755 1.780
H -2.123 -3.070 5.470
H -0.409 -3.475 5.683
H -1.569 -4.728 5.279
H 0.276 -4.301 2.104
H -0.165 -5.416 3.401
H 0.993 -4.118 3.709
Br 5.223 -1.222 -5.255
C 4.691 -2.268 -3.763
C 5.532 -3.245 -3.248
N 5.187 -3.992 -2.217
C 4.012 -3.802 -1.645
C 3.106 -2.845 -2.088
C 3.454 -2.056 -3.178
C 1.830 -2.520 -1.368
O 1.920 -1.793 -0.380
O 0.734 -2.916 -1.850
H 6.506 -3.445 -3.674
H 3.780 -4.431 -0.796
H 2.779 -1.298 -3.544
C -4.174 -3.738 -2.541
Si -2.914 -2.362 -2.975
C -1.419 -3.197 -3.806
C -3.708 -1.233 -4.300
C -2.464 -1.540 -1.294
Si -3.270 0.093 -0.698
C -4.934 0.428 -1.572
C -2.366 1.782 -0.772
C -3.673 -0.139 1.158
H -4.376 -4.362 -3.406
H -5.120 -3.323 -2.210
H -3.798 -4.382 -1.754
H -1.641 -3.564 -4.804
H -1.070 -4.032 -3.204
H -0.601 -2.487 -3.871
H -3.814 -1.787 -5.229
H -3.109 -0.353 -4.508
H -4.697 -0.906 -4.007
H -2.808 -2.262 -0.550
H -4.794 0.855 -2.557
H -5.499 1.141 -0.984
H -5.539 -0.466 -1.674
H -1.679 1.839 -1.605
H -1.809 1.996 0.136
H -3.093 2.576 -0.900
H -4.330 -0.988 1.313
H -4.169 0.736 1.569
H -2.769 -0.308 1.737



Here is C16H45BN6O7P2S as an isolated structure in a non-equilibrium geometry from the Open Molecules 2025 dataset. Energies are from ωB97M-V with the def2-TZVPD basis set.

- molecular weight (g mol⁻¹) = 538.398
- total charge = 0
- calculated total energy (eV) = -70683.58292
- HOMO energy (eV) = -8.4

Geometry (Å):
C -3.739 -2.847 -7.897
C -2.466 -3.687 -7.652
B -2.742 -5.029 -6.902
O -3.770 -5.836 -7.279
C -1.807 -5.422 -5.657
C -2.506 -5.281 -4.322
O -1.416 -5.563 -3.413
S -0.762 -6.913 -4.051
O 0.649 -6.899 -3.945
O -1.451 -8.001 -3.447
O -1.283 -6.785 -5.563
H -3.448 -1.810 -8.064
H -4.228 -3.190 -8.804
H -4.427 -2.848 -7.054
H -2.031 -3.933 -8.627
H -1.723 -3.094 -7.118
H -4.061 -6.399 -6.553
H -0.901 -4.814 -5.681
H -3.213 -6.098 -4.174
H -2.914 -4.275 -4.297
O -2.071 0.023 -1.921
P -1.349 -0.406 -0.688
N 0.206 -0.856 -1.251
C 0.338 -2.020 -2.109
C 0.926 0.285 -1.799
N -2.307 -1.730 -0.200
C -1.792 -3.054 0.071
C -3.661 -1.791 -0.734
N -0.835 -0.080 0.947
C -1.370 1.185 1.474
C 0.538 -0.266 1.398
H 1.391 -2.182 -2.347
H -0.217 -1.921 -3.052
H 0.010 -2.923 -1.602
H 0.885 1.132 -1.106
H 0.509 0.618 -2.757
H 1.979 0.032 -1.937
H -1.690 -3.651 -0.844
H -2.470 -3.589 0.742
H -0.826 -3.018 0.577
H -3.695 -2.214 -1.747
H -4.112 -0.804 -0.772
H -4.278 -2.410 -0.079
H -0.878 2.053 1.020
H -1.248 1.242 2.556
H -2.442 1.253 1.267
H 1.240 0.482 1.009
H 0.909 -1.252 1.142
H 0.536 -0.192 2.489
O 2.058 4.366 6.618
P 2.135 4.378 5.130
N 3.144 3.043 4.754
C 4.548 3.071 5.131
C 2.524 1.786 5.151
N 2.871 5.891 4.856
C 4.063 6.085 4.063
C 2.794 6.863 5.941
N 1.332 4.405 3.579
C -0.129 4.533 3.696
C 1.665 3.482 2.505
H 5.028 2.154 4.783
H 4.702 3.152 6.215
H 5.071 3.888 4.641
H 1.491 1.739 4.792
H 2.504 1.659 6.240
H 3.060 0.946 4.704
H 4.976 5.907 4.645
H 4.102 7.112 3.691
H 4.074 5.439 3.184
H 3.558 6.695 6.711
H 1.822 6.832 6.424
H 2.927 7.867 5.532
H -0.601 3.610 4.053
H -0.568 4.796 2.733
H -0.379 5.333 4.398
H 1.332 2.455 2.699
H 2.730 3.471 2.299
H 1.179 3.823 1.586